[1]
17
Properties=species:S:1:pos:R:3:forces:R:3 method="wB97M-V/def2-TZVPD" smiles="O=CN(O)/C=N/C[P@](=O)([O-])O" charge=-1 multiplicity=1 relative_energy_kcal_mol=1.4
O -3.703 -1.400 0.259 0.5777 0.4463 -0.4250
C -2.848 -0.912 -0.454 -0.9643 -1.4704 -2.2396
N -1.923 0.005 -0.056 -1.9131 -0.0551 2.7601
O -2.165 0.249 1.332 1.7857 0.5197 -0.7245
C -0.751 0.393 -0.632 1.8455 2.5178 0.8528
N 0.048 1.271 -0.121 -1.5142 -1.4861 -0.1734
C 1.487 1.299 -0.441 -0.5793 0.8541 0.8945
P 2.136 -0.375 0.001 2.5216 1.0592 0.1271
O 3.569 -0.428 -0.473 -1.2384 -0.1505 0.0409
O 1.098 -1.390 -0.303 -0.4094 -0.7163 -0.4406
O 2.161 -0.241 1.651 -0.7398 -2.5146 0.4886
H -2.853 -1.218 -1.596 0.6447 0.8692 1.8373
H -1.239 0.325 1.675 -0.6208 0.1514 -0.2586
H -0.674 -0.086 -1.547 0.6873 -1.0458 -1.8808
H 1.871 2.107 0.230 0.1146 -0.9126 -0.3447
H 1.861 1.610 -1.427 -0.6774 -0.4505 -0.2235
H 1.925 -1.207 1.903 0.4796 2.3842 -0.2907



[2]
17
Properties=species:S:1:pos:R:3:forces:R:3 method="wB97M-V/def2-TZVPD" smiles="[NH3+][C@H](C=O)CCO" charge=+1 multiplicity=1 relative_energy_kcal_mol=52.1
N 1.610 -0.804 -0.851 -0.1766 1.6695 1.2649
C 0.506 -0.375 0.136 -1.3848 -0.8162 -0.3023
C -0.026 -1.689 0.728 1.5945 -0.0019 -0.0628
O 0.679 -2.647 0.547 -0.6614 -0.5233 0.1156
C -0.589 0.394 -0.610 -0.6973 -0.2575 1.0532
C -1.429 1.221 0.406 0.9552 1.0802 -0.4377
O -0.868 2.558 0.368 -0.6731 -0.8355 0.3484
H 1.359 -1.628 -1.396 -0.1028 -0.0955 0.0686
H 1.736 0.029 -1.429 0.2638 -0.3186 -0.4146
H 2.485 -0.973 -0.352 -0.0018 -0.3342 -0.1099
H 0.877 0.202 0.999 0.5488 -0.0127 -0.6677
H -0.921 -1.711 1.359 -0.1961 0.1404 -0.1263
H -1.307 -0.265 -1.103 0.4943 -0.2791 -0.3588
H -0.128 1.086 -1.316 -0.3713 0.0752 -0.0682
H -1.406 0.865 1.440 0.2107 -0.3587 -0.0873
H -2.488 1.221 0.144 0.2385 0.4303 -0.2916
H -0.089 2.516 0.932 -0.0407 0.4376 0.0763